No. 1
Density functional theory data (wB97M-V/def2-TZVPD) for a 2-piece molecular cluster, C31H39N4 overall at a distorted geometry.

Last column: Löwdin charge in e.
Cartesian coordinates (Å):
C (2.53375, -6.72698, -3.65080)  -0.1493
C (3.30456, -5.48418, -4.10866)  -0.1483
C (2.80731, -4.32296, -3.23079)  -0.1536
N (1.62338, -4.82552, -2.56640)  -0.0917
C (0.83981, -4.03930, -1.77200)  -0.1987
C (-0.53998, -4.33105, -1.60072)  0.0014
C (-1.36265, -3.43478, -0.93980)  -0.0067
C (-0.80762, -2.31175, -0.25945)  -0.2620
C (-1.61802, -1.32767, 0.37530)  0.0494
C (-1.33715, -0.79190, 1.65328)  -0.2130
C (-0.52186, -1.50711, 2.59187)  0.0089
C (-0.33079, -1.04013, 3.87840)  0.0120
C (-0.78580, 0.25565, 4.23935)  -0.1887
N (-0.44923, 0.80043, 5.44135)  -0.0756
C (-0.10946, 0.01150, 6.61224)  -0.1417
C (0.11134, 1.02959, 7.74400)  -0.1450
C (0.09419, 2.41867, 7.09454)  -0.1459
C (-0.50048, 2.22699, 5.69112)  -0.1523
C (-1.54883, 1.00530, 3.30054)  0.0055
C (-1.87149, 0.46340, 2.07553)  0.0039
C (0.60389, -2.11831, -0.31484)  -0.0272
C (1.39775, -2.90242, -1.12766)  0.0097
C (1.31850, -6.20944, -2.86590)  -0.1541
H (2.22087, -7.35515, -4.48691)  0.1122
H (3.15376, -7.32515, -2.97685)  0.1118
H (4.38602, -5.59931, -4.00641)  0.1117
H (3.07477, -5.26308, -5.15559)  0.1115
H (3.57525, -4.01503, -2.50327)  0.1148
H (2.57452, -3.43428, -3.84318)  0.1315
H (-0.95460, -5.23890, -2.04989)  0.1097
H (-2.44219, -3.58763, -0.90839)  0.1238
H (-2.55091, -1.02663, -0.09412)  0.1268
H (-0.06637, -2.45120, 2.29736)  0.1248
H (0.23151, -1.63242, 4.60465)  0.1118
H (-0.91642, -0.69322, 6.87658)  0.1339
H (0.79244, -0.59232, 6.43091)  0.1183
H (-0.70506, 0.94206, 8.46790)  0.1131
H (1.05226, 0.83170, 8.25783)  0.1119
H (-0.49311, 3.14167, 7.66472)  0.1137
H (1.11451, 2.80221, 6.99074)  0.1130
H (0.06740, 2.78114, 4.92456)  0.1331
H (-1.53995, 2.59769, 5.66027)  0.1235
H (-1.88845, 2.00707, 3.57434)  0.1098
H (-2.51442, 1.01623, 1.38928)  0.1255
H (1.04524, -1.29087, 0.23638)  0.1220
H (2.45775, -2.66994, -1.25702)  0.1099
H (0.40434, -6.28469, -3.47533)  0.1184
H (1.14923, -6.78974, -1.94418)  0.1314
C (-1.78548, 4.83979, -1.00609)  -0.0789
N (-0.86363, 4.82208, -2.10606)  -0.2162
C (-0.25898, 6.07895, -2.49229)  -0.1818
C (0.86319, 5.67166, -3.45770)  -0.1451
C (1.01893, 4.14207, -3.32033)  -0.1114
C (0.12008, 3.75702, -2.12214)  -0.2932
C (-0.57805, 2.42387, -2.26244)  -0.1654
C (-1.53288, 2.26075, -3.27005)  -0.0048
C (-2.19505, 1.03884, -3.37776)  -0.0249
C (-1.85812, 0.02476, -2.46218)  -0.1245
N (-0.95249, 0.20375, -1.50690)  0.0417
C (-0.28259, 1.34609, -1.41872)  -0.0630
H (-2.27201, 3.86151, -0.89850)  0.0801
H (-1.30029, 5.07804, -0.03977)  0.0881
H (-2.56122, 5.59271, -1.18848)  0.0921
H (-1.01318, 6.73326, -2.95400)  0.1223
H (0.15908, 6.61174, -1.61641)  0.1180
H (0.57764, 5.93442, -4.48074)  0.1080
H (1.80074, 6.17542, -3.20477)  0.1070
H (0.65698, 3.64117, -4.22751)  0.1105
H (2.05008, 3.82140, -3.14148)  0.1137
H (0.72497, 3.77646, -1.18893)  0.1502
H (-1.76489, 3.10765, -3.91731)  0.1303
H (-2.96800, 0.85671, -4.11602)  0.1071
H (-2.36227, -0.94211, -2.50328)  0.1107
H (0.49793, 1.43377, -0.65501)  0.1242

Summary:
Charge = +1
E_LUMO = -0.144 Eh
Calculated total energy = -38733.845 eV
Orbital gap = 6.05 eV
ΔE to the lowest compared entry with this formula, charge and spin = 0.319 eV
Largest force on an atom = 1.149 eV Å⁻¹
HOMO level = -10.0 eV

No. 2
Density functional theory data (wB97M-V/def2-TZVPD) for one molecule with the formula C3H11N5.

Last column: Löwdin charge in e.
Cartesian coordinates (Å):
C (-0.75061, -0.62739, -0.16153)  -0.5726
C (-1.75768, -0.56689, 0.99278)  -0.0413
C (1.16902, 0.31301, 0.01908)  -0.6962
N (-1.30254, -1.17398, -1.33178)  0.1004
N (-0.18314, 1.04823, -0.43559)  0.1574
N (1.67450, 0.84669, 1.24380)  0.0914
N (2.15934, 0.50391, -1.00591)  0.0774
N (0.56767, -0.95468, 0.10509)  0.0083
H (-0.73107, -1.92684, -1.69335)  0.0842
H (-2.27894, -1.43626, -1.29321)  0.0757
H (-0.55925, 1.81092, 0.12714)  0.1122
H (-0.20489, 1.28108, -1.42427)  0.1079
H (2.02931, -0.21406, -1.71046)  0.0697
H (1.87733, 1.83720, 1.26891)  0.0726
H (1.18189, 0.51312, 2.05706)  0.0677
H (3.09266, 0.46073, -0.61560)  0.0688
H (-1.89029, -1.58212, 1.37165)  0.0817
H (-1.36324, 0.04163, 1.80687)  0.0641
H (-2.73008, -0.17429, 0.67934)  0.0704

Summary:
Charge = 0
E_LUMO = 0.032 Eh
Calculated total energy = -10738.299 eV
Orbital gap = 7.99 eV
ΔE to the lowest compared entry with this formula, charge and spin = 1.645 eV
Largest force on an atom = 0.835 eV Å⁻¹
HOMO level = -7.1 eV

No. 3
Density functional theory data (wB97M-V/def2-TZVPD) for a 2-piece molecular cluster, C11H15N overall at a distorted geometry.

Last column: Löwdin charge in e.
Cartesian coordinates (Å):
C (-0.89364, -1.37694, -3.92626)  -0.0958
C (-0.58387, -0.35391, -2.96054)  -0.2581
C (-1.45232, 0.69584, -2.61450)  -0.0420
N (-0.96285, 1.32354, -1.44112)  0.0451
C (0.23740, 0.78498, -1.08551)  -0.2195
C (0.99251, 0.91128, 0.06096)  -0.0464
C (1.94249, -0.07134, 0.27227)  -0.1568
C (2.16163, -1.13505, -0.51815)  -0.1270
C (1.52036, -1.23634, -1.77937)  -0.0334
C (0.47088, -0.38233, -1.94247)  -0.1399
H (-1.41065, -1.06890, -4.82241)  0.0663
H (-1.46520, -2.20596, -3.54105)  0.0704
H (-0.02324, -2.03307, -4.37434)  0.1132
H (-2.29382, 1.22076, -3.34642)  0.1726
H (-1.42760, 2.11403, -1.01854)  0.1456
H (0.84291, 1.74565, 0.89552)  0.1434
H (2.64005, 0.04413, 1.09951)  0.1054
H (2.76121, -2.00135, -0.14282)  0.1152
H (2.06624, -1.97433, -2.50463)  0.1478
C (-0.28115, 0.22196, 3.61837)  -0.1747
C (-0.90823, 1.07975, 4.71390)  -0.1970
H (0.28221, 0.71268, 2.85877)  0.0140
H (0.38702, -0.50971, 4.11541)  0.0720
H (-1.06217, -0.35995, 3.12763)  0.0671
H (-1.15842, 0.45150, 5.65631)  0.0796
H (-1.96676, 1.51439, 4.36409)  0.0968
H (-0.41499, 1.88870, 5.23540)  0.0362

Summary:
Charge = 0
E_LUMO = 0.033 Eh
Calculated total energy = -13138.314 eV
Orbital gap = 8.59 eV
ΔE to the lowest compared entry with this formula, charge and spin = 2.477 eV
SMILES string = Cc1c[nH]c2ccccc12.CC
Largest force on an atom = 4.371 eV Å⁻¹
HOMO level = -7.7 eV

No. 4
Density functional theory data (wB97M-V/def2-TZVPD) for C36H57BrCl3GeMnN2O2PS as an isolated structure.

Last column: Löwdin charge in e.
Cartesian coordinates (Å):
Mn (-0.15620, 0.49549, -0.04341)  0.4072
C (5.59909, 5.08148, -1.50622)  -0.0496
C (4.34456, 5.83196, -1.05422)  -0.5445
C (3.89952, 6.78881, -2.17701)  -0.0140
C (4.68206, 6.64489, 0.20526)  -0.0233
C (3.18026, 4.90211, -0.76832)  -0.0829
C (3.22280, 3.53173, -1.10664)  -0.0168
C (2.14065, 2.75061, -0.83883)  -0.4872
Br (2.17233, 0.90172, -1.27979)  0.9766
C (0.94444, 3.24477, -0.21276)  -0.3456
O (-0.02931, 2.45256, 0.03469)  -0.2533
C (0.88369, 4.65654, 0.09831)  -0.0380
C (2.00438, 5.40437, -0.19470)  0.0468
C (-0.34076, 5.36855, 0.67693)  -0.5225
C (-1.51672, 4.48466, 1.09835)  -0.0512
C (-0.84560, 6.33724, -0.40499)  -0.0189
C (0.09832, 6.16928, 1.91279)  -0.0249
H (6.41422, 5.79310, -1.63289)  0.0990
H (5.45839, 4.58679, -2.46663)  0.0904
H (5.92263, 4.34513, -0.77057)  0.0967
H (4.70976, 7.48517, -2.38813)  0.1022
H (3.02532, 7.37032, -1.89146)  0.0865
H (3.67210, 6.24657, -3.09246)  0.0967
H (5.56090, 7.25571, 0.00307)  0.0994
H (4.91088, 5.99584, 1.04868)  0.0987
H (3.88104, 7.32074, 0.49406)  0.0827
H (4.10446, 3.12222, -1.57024)  0.1134
H (1.98274, 6.46127, 0.02179)  0.1141
H (-1.93660, 3.92313, 0.26757)  0.0795
H (-2.29258, 5.14289, 1.48715)  0.0969
H (-1.24131, 3.79425, 1.89354)  0.0591
H (-1.17555, 5.79949, -1.29264)  0.0985
H (-0.08010, 7.04999, -0.70101)  0.0852
H (-1.69245, 6.90039, -0.01667)  0.0994
H (0.52122, 5.51760, 2.67559)  0.0836
H (-0.77062, 6.66798, 2.33883)  0.0991
H (0.82655, 6.94040, 1.67596)  0.0829
Cl (1.51580, 2.39630, 2.95406)  0.2436
Ge (0.30034, 0.70649, 2.46249)  -0.1965
Cl (-1.62859, 0.97104, 3.40072)  0.2114
Cl (1.20788, -0.96922, 3.40646)  0.2469
S (-2.33475, 0.65490, -1.23560)  0.7471
C (-3.84047, 0.62288, -0.44917)  -0.7455
N (-3.95421, 0.73697, 0.90340)  0.0858
C (-5.14337, 0.71551, 1.53780)  -0.0299
C (-6.28300, 0.57273, 0.79637)  0.0008
C (-6.10905, 0.45905, -0.59459)  -0.0642
N (-4.94263, 0.47930, -1.19158)  0.0925
H (-3.10129, 0.85943, 1.45446)  0.0456
H (-5.11149, 0.81821, 2.61368)  0.1429
H (-7.25891, 0.55269, 1.25367)  0.1219
H (-6.96980, 0.34595, -1.24409)  0.1324
O (-0.06106, -1.35385, 0.11639)  -0.5273
P (-0.02413, -2.89826, 0.05234)  0.9255
C (-1.37092, -3.41376, 1.15188)  -0.3396
C (-2.72231, -2.77679, 0.84784)  -0.2003
C (-3.60066, -2.82776, 2.10162)  -0.1822
C (-3.36486, -4.10847, 2.91365)  -0.1818
C (-2.89265, -5.23561, 2.00523)  -0.1761
C (-1.50392, -4.92228, 1.43445)  -0.1758
C (-0.01790, -3.36481, -1.71214)  -0.3238
C (-0.45532, -4.79717, -2.04341)  -0.1721
C (-1.96882, -4.95820, -2.11893)  -0.1820
C (-2.59518, -3.95841, -3.08237)  -0.1789
C (-2.22103, -2.53324, -2.70409)  -0.2111
C (-0.71124, -2.36895, -2.65271)  -0.1850
C (1.52704, -3.48567, 0.79888)  -0.3509
C (2.70824, -2.58348, 0.38864)  -0.2154
C (4.02549, -3.29883, 0.66102)  -0.1819
C (4.18881, -4.50960, -0.25874)  -0.1764
C (2.84533, -5.17997, -0.56445)  -0.1837
C (1.85277, -4.97679, 0.57172)  -0.1754
H (-1.00962, -2.93918, 2.08303)  0.1197
H (-3.20293, -3.31491, 0.02536)  0.1043
H (-2.59213, -1.74234, 0.50798)  0.0673
H (-4.64788, -2.76766, 1.79752)  0.1142
H (-3.39954, -1.95262, 2.72839)  0.0965
H (-4.27553, -4.38928, 3.44163)  0.1179
H (-2.60921, -3.93410, 3.68354)  0.1180
H (-3.60914, -5.37764, 1.19294)  0.1191
H (-2.85245, -6.18170, 2.54496)  0.1223
H (-1.33215, -5.51503, 0.53335)  0.0922
H (-0.73716, -5.21419, 2.15376)  0.1209
H (1.06226, -3.29235, -1.91413)  0.1088
H (-0.01165, -5.52402, -1.35926)  0.0943
H (-0.03186, -5.01930, -3.02807)  0.1345
H (-2.41837, -4.83096, -1.12434)  0.0854
H (-2.19753, -5.97966, -2.42566)  0.1260
H (-3.67787, -4.07936, -3.10232)  0.1190
H (-2.24195, -4.16387, -4.09676)  0.1236
H (-2.65568, -2.27241, -1.73370)  0.0691
H (-2.63688, -1.82097, -3.41831)  0.1174
H (-0.43447, -1.33733, -2.40704)  0.0675
H (-0.30280, -2.56523, -3.64963)  0.1341
H (1.35440, -3.33756, 1.86903)  0.0884
H (2.64829, -1.64538, 0.94257)  0.0715
H (2.65433, -2.32773, -0.67504)  0.1006
H (4.04436, -3.60563, 1.71088)  0.1224
H (4.86197, -2.61431, 0.53172)  0.1164
H (4.86848, -5.22733, 0.20421)  0.1179
H (4.65887, -4.19833, -1.19382)  0.1153
H (2.99000, -6.24751, -0.72948)  0.1227
H (2.42789, -4.79210, -1.49905)  0.0970
H (2.29002, -5.36064, 1.49518)  0.1306
H (0.94722, -5.56544, 0.41266)  0.0831

Summary:
Charge = +2
E_LUMO (spin up / spin down) = -0.285 / -0.297 Eh
Calculated total energy = -260895.712 eV
Orbital gap (spin up / spin down) = 6.12 / 5.80 eV
ΔE to the lowest compared entry with this formula, charge and spin = 0.154 eV
Spin multiplicity = 6
Largest force on an atom = 0.664 eV Å⁻¹
HOMO level (spin up / spin down) = -13.9 / -13.9 eV
<S²> = 9.138